No. 1
# C54H49F5I2NO5PS

6 unconnected molecules or ions with the total composition C54H49F5I2NO5PS at a distorted geometry (ωB97M-V with the def2-TZVPD basis set, the Open Molecules 2025 dataset).

Calculated values
Kohn-Sham gap (eV): 7.64
E_tot (Ha): -4351.79712
Molar mass (g/mol): 1203.8
Highest occupied orbital energy (eV): -8.36
Lowest unoccupied orbital energy (eV): -0.726

```
118
Properties=species:S:1:pos:R:3:lowdin_charge:R:1
I 1.00329 0.04839 -4.34065 0.8308
I 1.51479 -2.26508 0.43398 0.8058
S -5.64857 -1.95018 -0.84705 0.8709
P -7.15971 -3.17613 3.33676 0.6654
F -10.77542 -3.56155 1.63440 0.0413
F 6.62107 0.77954 -4.74381 0.0651
F 10.25578 -2.61320 3.38042 0.0560
F 6.77289 -0.25988 2.04999 0.0576
F 5.36976 7.52782 -1.34894 0.0594
O -8.61089 -3.86932 4.01015 -0.2164
O -7.58496 1.11444 -2.10080 0.0281
O -6.42130 3.21009 -2.14253 0.0377
O -6.30798 -4.36885 2.80849 -0.3739
O -6.37621 -2.31640 4.58601 -0.1970
N -4.21911 0.93852 -1.08399 -0.1053
C -12.72225 -4.29866 2.74436 -0.0155
C 7.29806 4.47432 -1.06696 -0.0828
C -1.31971 -2.61936 -1.80439 -0.0388
C 9.11540 -2.77584 7.32552 -0.0991
C -5.91679 -0.57500 0.41066 -0.3094
C 5.93384 6.35368 -1.67053 -0.2911
C -0.04561 3.70665 -0.87994 -0.1095
C -4.99583 1.11033 -2.35846 -0.0926
C -1.80125 0.13038 -1.68715 -0.0335
C 9.88375 -2.66621 4.66855 -0.2817
C 7.00222 -1.40906 1.39528 -0.2918
C 6.03349 3.64683 -6.88019 -0.0875
C -3.81493 -1.75372 -1.22847 -0.3595
C 6.31220 4.60347 -3.26895 -0.0687
C 0.71957 -0.87943 -2.35479 -0.6429
C -14.11387 -2.14883 1.64309 -0.0788
C 1.83742 -1.27859 -1.51994 -0.6802
C -12.76175 -2.31881 1.36063 -0.0167
C -3.60650 4.34749 1.19757 0.0721
C -1.38370 1.67691 -1.81254 -0.1578
C -6.18037 1.75967 2.41823 -0.0008
C -12.08098 -3.39373 1.91184 -0.2846
C -7.72233 -2.11786 1.87195 -0.2179
C -14.07179 -4.12226 3.03561 -0.0772
C 6.16636 -3.34668 0.25211 -0.0843
C -14.76697 -3.04858 2.48191 -0.0922
C 4.62166 1.94902 -5.17639 -0.0253
C -6.88117 -0.76794 1.64140 -0.1983
C -2.83371 -2.98530 -1.44127 -0.0394
C 5.92865 -2.15761 0.93537 -0.0284
C 7.47543 -3.77926 0.04598 -0.0938
C -7.00743 0.42430 2.66582 -0.0080
C 5.98307 1.77565 -5.37611 -0.3002
C -5.24064 1.96253 1.15722 -0.0840
C -0.00383 2.07319 -1.05940 -0.3775
C 6.69638 2.61613 -6.21999 -0.0297
C 8.69627 -2.06583 5.06011 -0.0097
C 5.72295 5.81921 -2.93317 -0.0085
C 8.54572 -3.02220 0.51655 -0.0787
C -5.09090 0.76337 0.10672 -0.1219
C -4.46837 3.36203 0.98731 -0.0653
C 6.71802 5.69523 -0.73496 -0.0211
C -3.32215 -0.22875 -1.32195 -0.1243
C 7.09705 3.93088 -2.33363 -0.0860
C 3.96119 2.98659 -5.82793 -0.0798
C 4.66642 3.83274 -6.68091 -0.0966
C 8.30834 -1.82761 1.19003 -0.0312
C 3.37464 -1.06608 -1.93678 -0.1768
C -6.39295 1.92681 -2.17450 -0.3297
C 10.69335 -3.32014 5.58557 -0.0190
C 8.30768 -2.12615 6.39521 -0.0797
C 0.16359 1.41134 0.40905 -0.0948
C -0.83034 -1.10103 -1.93206 -0.1951
C 10.30986 -3.37072 6.92271 -0.0847
H 7.90624 3.94698 -0.33861 0.1046
H -7.29723 0.18124 -2.31107 0.0901
H -9.29912 -3.86892 3.28157 0.0457
H -4.34541 1.75831 -3.07620 0.1481
H -5.77575 -2.97901 5.03808 0.1001
H 2.89731 3.13544 -5.67073 0.1013
H 8.08424 -1.55666 4.32411 0.1064
H -14.58153 -4.82014 3.69212 0.1074
H 6.87104 6.13713 0.24303 0.1150
H 0.93035 1.87052 -1.71882 0.0996
H 9.12930 -1.22164 1.55517 0.1129
H 7.37580 -1.66698 6.70998 0.1060
H 3.96236 -0.58976 -1.04581 0.0810
H 1.05404 0.68509 0.35551 0.0144
H -5.17559 0.10301 -2.91814 0.1231
H -2.78496 5.14146 1.37895 0.0607
H -12.16699 -5.13256 3.15918 0.1186
H 11.61475 -3.78414 5.25221 0.1153
H -7.80668 -2.79836 0.94402 0.0985
H 4.15053 4.63985 -7.19275 0.1029
H 7.55297 2.98002 -2.59461 0.1006
H 5.10257 6.35287 -3.64445 0.1157
H 3.54489 -0.36882 -2.83303 0.0222
H -14.65781 -1.31558 1.20950 0.1075
H 6.16027 4.17999 -4.25582 0.0683
H 0.44514 2.23862 1.18153 0.0814
H -0.60974 -3.51895 -1.98693 0.0988
H -2.18237 2.42674 -1.46692 0.1061
H 7.66020 -4.70946 -0.48334 0.1009
H -15.82103 -2.91404 2.70603 0.1031
H 8.81467 -2.81954 8.36820 0.1003
H -7.70984 0.27478 3.57211 0.1090
H -1.21796 1.88609 -2.95107 0.0976
H 9.56431 -3.36257 0.35884 0.1079
H -1.08169 4.08490 -0.53356 0.0592
H 0.12652 4.18802 -1.93055 0.0851
H -8.81707 -1.78375 2.11133 0.1025
H 5.33349 -3.93607 -0.11867 0.1015
H -12.23527 -1.62319 0.71693 0.1172
H 0.79493 4.07402 -0.16648 0.0834
H -6.30342 2.57691 3.23155 0.1058
H 4.08639 1.27607 -4.51623 0.0658
H 7.76079 2.46140 -6.35612 0.1206
H 6.58054 4.30466 -7.54805 0.1080
H 3.88297 -2.08830 -2.12748 0.0883
H -0.81771 0.89464 0.76151 0.0933
H 10.93980 -3.87320 7.64987 0.1041
H 4.91693 -1.80947 1.11234 0.0835
H -3.22952 -4.05545 -1.33296 0.0952
```

No. 2
# C54H50AsLuN4O4P

A molecular structure, C54H50AsLuN4O4P at a distorted geometry (ωB97M-V with the def2-TZVPD basis set, the Open Molecules 2025 dataset).

Calculated values
Charge: +1
Kohn-Sham gap (eV): 7.76
E_tot (Ha): -6420.30242
Molar mass (g/mol): 1099.9
Highest occupied orbital energy (eV): -10.04
Lowest unoccupied orbital energy (eV): -2.279

```
115
Properties=species:S:1:pos:R:3:lowdin_charge:R:1
Lu 0.74763 -0.39841 0.77013 1.6319
As -4.97702 0.99218 -2.76028 1.2981
P -1.05951 1.44976 -0.27193 1.0324
O 1.53588 -1.57173 -1.22183 -0.1898
O 0.59817 2.70081 3.51811 0.1089
O 0.86741 1.38519 1.71583 -0.2848
O 0.16607 -1.15895 -0.94545 -0.4214
N 4.15173 -1.17349 0.68903 0.1566
N 3.62739 -3.16520 -0.32376 0.1608
N 0.15714 -0.77316 3.18204 0.0509
N 2.20370 -2.26125 1.31406 0.0370
C 2.64421 -3.67706 -1.22894 -0.1253
C 3.84801 0.08068 1.33026 -0.2260
C 0.48213 0.36719 3.81977 -0.1876
C -1.79287 3.53185 1.60480 -0.0818
C -3.75338 1.09274 -4.27951 -0.4312
C 0.14160 2.58044 -1.07009 -0.3349
C 1.48825 -5.80560 2.20421 -0.0308
C 3.96971 -5.81412 -1.34669 -0.0219
C 2.22614 -4.63925 1.98859 -0.1903
C 1.81555 -5.45002 -2.60660 -0.0312
C 0.58933 -3.38492 -2.46913 0.0044
C 3.80354 1.52592 3.21465 -0.0296
C 3.88711 0.23081 2.72161 -0.2096
C 2.17623 2.72112 -2.38857 -0.0834
C -5.24224 2.88550 -2.38154 -0.4263
C -2.33290 2.22706 -5.86825 -0.0791
C 1.25948 1.97944 -1.65367 -0.1221
C -2.53531 3.96708 2.69686 -0.0663
C 0.12314 -5.87357 1.97124 -0.0684
C 3.68222 2.63437 2.38104 -0.0498
C -3.42990 3.11568 3.32654 -0.0711
C -3.20789 2.26874 -4.78648 -0.1115
C -3.41457 -0.12306 -4.87394 -0.1373
C -5.82350 5.58078 -1.90795 -0.0853
C 1.57324 -2.89012 -1.63596 -0.2155
C 0.71460 -4.67637 -2.95288 -0.0492
C 0.06943 -1.84337 5.31753 -0.0300
C 0.16613 -3.58749 1.27826 -0.0848
C 2.78704 -4.96785 -1.73940 -0.1963
C -4.88983 3.48470 -1.17345 -0.1133
C -2.82163 1.37378 1.78784 -0.1345
C 3.70443 1.18300 0.49206 -0.0506
C 0.66558 1.62136 2.98679 -0.5836
C 3.68710 -4.62208 2.38413 -0.0238
C -2.29430 1.46569 -1.63330 -0.3799
C 3.29071 -2.21877 0.59759 -0.4250
C -0.07079 3.94145 -1.29766 -0.0740
C 4.07884 -0.93657 3.64771 -0.0258
C -0.54542 -4.74614 1.52258 -0.0724
C -5.17896 4.82581 -0.93794 -0.0793
C 1.98173 4.08387 -2.55702 -0.0722
C -3.58085 0.67237 -1.39677 -0.4338
C 3.61963 2.46538 1.01283 -0.0569
C -5.91140 3.64719 -3.34097 -0.1373
C -1.94486 2.23623 1.11753 -0.3658
C 0.85061 4.68854 -2.02019 -0.0602
C -0.06955 -1.85439 3.94408 -0.1019
C 0.45122 -0.66847 5.95152 -0.0219
C 0.65067 0.46638 5.18433 0.0154
C -1.99372 1.01138 -6.44972 -0.0887
C -3.56671 1.80852 2.87670 -0.0703
C -6.19264 4.98743 -3.11110 -0.0799
C -2.53355 -0.16723 -5.94774 -0.0890
C 1.54350 -3.51685 1.49172 -0.2360
H 4.33601 -4.96147 1.57534 0.0639
H -2.39296 4.97430 3.07084 0.1127
H 3.75110 1.03213 -0.58195 0.1102
H 5.02249 -1.44894 3.43811 0.0911
H 3.84202 1.67148 4.29023 0.1251
H -6.04767 6.62518 -1.72513 0.1039
H -1.32005 0.98276 -7.29807 0.1028
H 0.57791 -0.63809 7.02669 0.1191
H -1.61659 -4.77093 1.35224 0.1152
H -4.00498 3.46196 4.17845 0.1089
H -2.49959 2.51848 -1.81880 0.0686
H -1.05930 4.19749 1.18225 0.0971
H 4.91386 -5.37919 -1.68934 0.0877
H 1.39658 0.90656 -1.58462 0.0699
H 3.27361 -1.66399 3.53614 0.0584
H -0.97162 4.42427 -0.94829 0.1015
H -1.77024 1.08791 -2.50967 0.0835
H 3.49886 3.31408 0.34752 0.1164
H -0.37203 -2.72246 0.92744 0.0794
H -0.36217 -2.75887 3.43510 0.0945
H -1.91661 3.14945 -6.25705 0.1041
H -2.27996 -1.11872 -6.40119 0.1020
H 4.03308 -5.93125 -0.26334 0.0639
H 4.09945 -0.59965 4.68439 0.0852
H -4.90141 5.27605 0.00882 0.1017
H 2.69269 4.66893 -3.12865 0.1097
H 3.84855 -5.28558 3.23337 0.0887
H 4.58969 -3.20502 -0.61939 0.1558
H -6.70838 5.56751 -3.86769 0.1059
H 4.02355 -3.62498 2.67356 0.0583
H 1.92042 -6.45493 -3.00466 0.1172
H -3.45305 3.22355 -4.33659 0.0957
H 0.91024 1.42880 5.60379 0.1301
H -2.92851 0.34988 1.44962 0.0952
H -3.84614 -1.04565 -4.49954 0.0912
H -4.04747 0.91994 -0.44488 0.0292
H -6.21332 3.19252 -4.27758 0.1028
H -0.24610 -2.74825 -2.72771 0.1210
H 0.67323 5.74638 -2.18153 0.1117
H -0.41865 -6.79215 2.16003 0.1093
H -4.24819 1.12843 3.37447 0.1078
H 4.76340 -1.07408 -0.10295 0.1515
H -3.38522 -0.40025 -1.38663 0.0616
H 3.89251 -6.80645 -1.78776 0.0851
H -0.04679 -5.07823 -3.61100 0.1125
H -0.12094 -2.75120 5.87593 0.1160
H 3.02901 2.23278 -2.84669 0.1104
H 3.61591 3.62605 2.81249 0.1224
H 2.00634 -6.67667 2.59479 0.1187
H -4.39549 2.91528 -0.39410 0.0778
```

No. 3
# C54H50F4N5O3P2Pd

A molecular structure, C54H50F4N5O3P2Pd (ωB97M-V with the def2-TZVPD basis set, the Open Molecules 2025 dataset).

Calculated values
Charge: +1
Kohn-Sham gap (spin up / spin down) (eV): 4.54 / 6.14
E_tot (Ha): -3796.98469
Molar mass (g/mol): 1061.4
Highest occupied orbital energy (spin up / spin down) (eV): -7.66 / -9.26
2S+1: 5
Lowest unoccupied orbital energy (spin up / spin down) (eV): -3.119 / -3.119

```
119
Properties=species:S:1:pos:R:3:lowdin_charge:R:1
Pd -1.66274 0.07414 -1.61675 0.5296
P -3.33888 1.28748 -0.57694 0.9477
P -3.35586 -1.38500 -0.32580 1.0005
F 5.61475 1.20905 0.47936 0.0594
F -0.41937 5.92857 -5.03199 0.1517
F 1.56710 5.92901 -4.17456 0.1443
F 1.19811 4.92176 -6.05544 0.1485
O -0.75580 -1.55057 -2.70758 -0.1534
O -0.64580 -3.72183 -2.19753 0.0052
O 1.00237 -0.11223 -0.71951 0.0074
N 7.20221 -1.14820 0.40155 -0.1178
N 3.20241 -3.52245 -0.96538 -0.0414
N -0.40006 1.63020 -2.75214 -0.0143
N 9.55844 -1.89113 0.20469 0.0445
N -4.46432 -0.01124 -0.35370 -0.4729
C 0.50090 3.83475 -2.73046 0.0214
C -2.58275 -2.38459 2.15200 -0.0911
C -3.03277 1.89555 1.19042 -0.4483
C -4.47200 -2.79926 -0.14992 -0.3918
C -3.74863 3.20642 -2.48108 -0.0884
C -0.52292 1.69859 -4.07547 -0.1039
C 0.34215 3.91072 -4.10425 -0.1077
C -4.39942 4.14073 2.44845 -0.0596
C -0.87881 2.74780 3.51302 -0.0299
C -1.93484 1.10416 1.91363 -0.0655
C 0.11573 2.66609 -2.09523 -0.1222
C 5.20114 -2.31036 -0.28212 0.0544
C 5.04191 0.04307 0.09354 -0.1935
C 4.59010 -5.16138 -2.20387 -0.0636
C -4.87693 2.82087 2.62574 -0.0920
C -1.74876 1.23460 5.66753 -0.0710
C 3.09715 -1.16293 -0.60516 -0.0375
C 3.86582 -4.82406 -0.91148 -0.1936
C 8.02364 0.02790 0.15727 -0.1328
C 0.68075 5.17842 -4.84501 -0.5884
C 1.64927 -1.12738 -0.95724 -0.2998
C 5.81199 -1.12141 0.07459 -0.1605
C -4.11718 -3.97426 -0.80482 -0.0745
C -2.53717 -1.31443 1.30171 -0.2698
C -0.39824 -1.84048 3.09853 -0.0968
C -6.09938 4.21059 -1.40921 -0.0630
C -1.59669 1.57745 3.27293 -0.1998
C -1.03400 2.40442 5.88985 -0.0905
C 8.91588 -2.52036 1.41415 -0.0699
C -4.27235 2.64597 -1.32030 -0.3489
C -4.28233 1.76367 2.02244 -0.0681
C 3.71784 0.03043 -0.25008 0.0855
C -6.41973 -3.87857 0.75821 -0.0770
C -0.31595 -0.73419 2.32317 -0.0380
C -1.44875 -0.26731 1.46796 -0.2961
C -1.56742 -2.63344 3.09770 -0.0592
C 9.49985 -0.39380 0.29781 -0.0686
C -6.05983 -5.05589 0.11004 -0.0802
C -5.43286 -0.13024 -1.46363 -0.1631
C -0.16621 2.82614 -4.79842 0.0210
C -5.56107 4.77621 -2.56075 -0.0722
C -2.02257 0.82537 4.37352 -0.0249
C -4.91263 -5.10578 -0.66637 -0.0709
C -0.59790 3.15589 4.80976 -0.0793
C -5.46034 3.15137 -0.79031 -0.0860
C -5.62541 -2.75126 0.63306 -0.1072
C 1.92587 -3.46591 -1.43639 0.0281
C -0.21789 -2.56657 -2.17481 -0.6471
C -4.38742 4.27466 -3.09840 -0.0706
C 3.83764 -2.35355 -0.60560 -0.1276
C 1.14669 -2.36114 -1.52029 -0.0174
C -2.61645 3.33139 1.03839 -0.1012
C -3.27163 4.35929 1.63404 -0.0913
C 7.58029 -1.79299 1.64979 -0.1197
H -2.83301 2.80548 -2.89976 0.0733
H -4.89127 4.97120 2.93383 0.0982
H 9.61446 -2.41182 2.24124 0.1350
H -4.63662 -6.02175 -1.17174 0.1061
H -0.52484 3.34066 2.68027 0.1067
H -4.65223 0.75778 2.17308 0.1076
H 1.49969 -4.40867 -1.75915 0.1449
H 3.88876 -5.19074 -3.03767 0.0841
H -7.01960 4.60101 -0.99456 0.1083
H -3.96918 4.70806 -3.99770 0.1045
H -2.91353 5.37083 1.48381 0.1106
H 10.13345 0.02342 -0.48073 0.1366
H -5.89431 -1.82912 1.13557 0.1097
H 0.57068 -0.11211 2.33730 0.1207
H -2.09775 0.64186 6.50344 0.1037
H -3.36654 -3.12430 2.04740 0.0986
H -1.05260 -0.09781 0.44266 0.0641
H 7.83649 0.84571 0.85719 0.1270
H 8.99777 -2.16774 -0.60489 0.1813
H 8.78706 -3.57632 1.18508 0.1345
H -5.92501 -1.09877 -1.40830 0.0659
H -5.73989 2.64958 3.25826 0.1091
H -3.21679 -4.00267 -1.41180 0.0962
H 7.67773 -1.06619 2.46632 0.1380
H 9.91916 -0.13798 1.26905 0.1362
H 3.12679 0.93644 -0.22258 0.1384
H 0.21844 2.54229 -1.02395 0.1058
H -2.58411 -0.08556 4.20255 0.1174
H -7.31770 -3.84373 1.36143 0.1045
H -6.19095 0.64437 -1.37106 0.0725
H -1.64770 -3.49314 3.74859 0.0993
H -4.96037 -0.04315 -2.45080 0.0791
H 4.54360 -4.82949 -0.05760 0.1103
H -0.28458 2.84806 -5.87252 0.1283
H 6.82000 -2.51254 1.94047 0.1345
H -6.68218 -5.93587 0.21098 0.1036
H -0.03698 4.06715 4.97462 0.1011
H 10.51103 -2.22773 0.07716 0.1848
H 5.07120 -6.13730 -2.13458 0.0793
H 0.43428 -2.11644 3.73415 0.1037
H -5.88008 2.71802 0.10783 0.1042
H 7.82450 0.39369 -0.84893 0.1413
H -0.81976 2.72735 6.90047 0.1002
H -6.06371 5.60623 -3.04026 0.1061
H 0.90750 4.66018 -2.16387 0.1242
H 5.81146 -3.20098 -0.34368 0.1096
H -1.74756 3.52688 0.41769 0.1051
H 5.35172 -4.41541 -2.43821 0.0689
H 3.09805 -5.56435 -0.69153 0.1274
H -0.92294 0.81685 -4.56142 0.1204
```

- E_tot of number 2 (C54H50AsLuN4O4P)?
  -6420.30242 Ha